[1]
53
Properties=species:S:1:pos:R:3 method="wB97M-V/def2-TZVPD" e_above_lowest_ev=0.629 e_lumo_ev="0.4 / 0.3" multiplicity=4 charge=0 homo_lumo_gap_ev="8.266 / 8.220" s_squared=3.759
C -0.65 -4.38 -0.87
O -3.19 0.82 1.19
H 2.51 3.20 4.92
H -1.07 3.18 4.96
H 2.31 1.00 3.53
Co -0.33 -1.01 -0.59
H -2.48 2.14 3.19
H 1.07 3.72 5.80
H -2.90 -0.23 -1.70
H 0.89 -0.03 1.78
C -0.87 1.01 2.40
C -0.64 2.48 4.27
H 2.31 5.06 -2.19
N -1.65 -1.83 -1.99
H -1.38 -3.74 -4.72
C 2.89 1.85 0.21
C -3.14 -1.06 -3.68
H -3.06 -2.11 -5.55
C -1.74 -2.95 -4.08
C -1.43 1.90 3.29
S -1.84 0.36 1.05
H 3.46 1.77 1.13
O 0.40 -2.77 0.65
H -0.80 -5.46 -0.97
O -1.16 0.85 -0.18
H 1.43 4.07 -3.39
N 1.50 1.90 -2.10
H 1.39 -4.31 -0.18
C -2.68 -2.04 -4.54
H -0.36 -2.64 1.24
N 2.41 0.71 -0.26
H 3.10 3.98 -0.04
C 1.93 3.04 -1.59
C -0.23 -3.78 -2.22
C 1.58 2.86 5.37
C 2.69 3.06 -0.42
C 1.26 1.25 3.46
C -1.25 -2.83 -2.79
C 0.39 -4.12 0.22
H -3.90 -0.35 -3.98
O -1.69 -1.11 1.09
H 0.61 4.65 -1.95
C 0.72 2.18 4.35
H 0.68 -3.19 -2.06
H -1.60 -3.95 -0.53
C -2.59 -0.99 -2.41
C 1.56 4.29 -2.33
C 0.47 0.67 2.49
H 0.22 -4.77 1.08
H 1.83 2.17 6.18
C 1.75 0.79 -1.42
S 1.26 -0.71 -2.13
H 0.00 -4.56 -2.94

[2]
108
Properties=species:S:1:pos:R:3 method="wB97M-V/def2-TZVPD" e_above_lowest_ev=1.364 e_lumo_ev="1.4 / 0.6" multiplicity=2 charge=-1 homo_lumo_gap_ev="7.464 / 6.672" s_squared=0.753
H -2.53 0.50 4.27
As -1.16 2.47 1.28
H 1.04 5.52 0.02
N 0.84 0.20 3.38
Si -2.78 2.60 2.98
H -3.25 0.15 2.71
F -2.21 -1.91 -5.35
N 0.00 1.47 -1.88
C -0.29 -4.10 0.09
C -1.29 5.98 1.84
H -0.09 -6.84 0.13
H -1.93 2.11 -1.61
H 1.79 0.32 3.68
H -5.51 -0.63 -0.51
H 5.06 0.88 2.07
N 3.99 -4.45 2.49
H 4.75 -2.24 -0.65
F -0.12 -3.33 -5.38
C 4.09 -2.51 -1.47
H -4.42 -2.31 -2.16
O 4.95 -5.12 2.82
S -0.65 -1.34 1.85
F -0.63 -0.01 -5.58
C 2.87 -5.12 1.84
C 1.07 2.09 -3.93
H -4.68 -3.56 -0.93
C 3.36 1.91 -0.28
H -4.78 3.05 1.55
O -1.47 -4.29 0.32
C 2.52 -1.06 -0.41
F -1.22 -2.86 -3.13
H -2.06 3.31 -3.78
Si -1.26 4.68 0.47
H 1.25 2.74 2.95
H -3.24 -2.31 0.65
H 1.57 3.59 1.44
H 1.87 -3.28 1.42
H -3.08 -3.30 -1.61
H -4.23 0.87 4.00
C -2.77 4.99 -0.62
H 0.75 4.02 -0.86
C 1.96 -2.18 -2.61
H 0.07 5.53 -1.45
H -4.20 4.55 2.27
C -2.07 3.50 4.48
C -3.99 -2.80 -1.29
H -0.47 5.84 2.54
H -2.22 5.98 2.40
H 2.83 3.49 2.68
O 3.90 -3.25 2.69
H 1.94 2.00 -4.57
C 4.08 0.69 2.50
H -3.70 4.78 -0.10
H 0.24 -0.24 4.07
H 3.35 -0.97 0.30
C 0.63 -0.30 2.12
H 4.07 1.14 3.50
H 3.99 -0.40 2.62
C 0.30 4.96 -0.55
H 3.73 -7.07 2.11
H -4.85 -0.45 1.12
C 1.05 1.45 -2.70
H -1.16 3.00 4.82
C 2.34 -3.21 -3.48
H -5.70 -1.93 0.67
C 1.85 -4.35 1.33
H -2.77 6.04 -0.93
H -1.83 4.54 4.27
H -2.79 3.47 5.30
C 2.01 2.94 2.20
C -4.36 3.49 2.45
H 5.44 -3.96 -2.29
H 1.80 -8.20 1.01
F -1.37 -0.42 -3.26
In -0.78 -1.39 -1.13
H -5.11 3.39 3.24
H 2.52 2.10 -0.94
H -2.63 0.09 0.09
O 0.83 -1.51 -2.75
C -5.02 -1.16 0.31
C 0.76 -6.36 0.61
C -1.07 2.14 -2.28
C -2.77 -0.68 -0.68
F 1.32 -1.35 -5.23
C -3.71 -1.78 -0.19
H 1.66 -3.52 -4.26
H 3.81 -4.63 -4.06
H 3.91 2.84 -0.16
H -0.08 3.26 -5.30
H -2.74 4.37 -1.52
C 0.78 -4.98 0.70
H 1.89 0.84 -2.39
H 4.02 1.18 -0.75
C -1.15 2.82 -3.49
C 4.47 -3.47 -2.37
C 2.89 -6.51 1.72
C 3.56 -3.84 -3.36
N 1.39 -0.55 -0.08
Si 2.73 1.41 1.40
O 0.21 -3.20 -0.67
C 2.84 -1.87 -1.55
C 1.81 -7.12 1.10
Sb -0.49 -1.64 -4.54
N 1.48 0.12 1.17
C -0.05 2.79 -4.33
H -1.17 6.97 1.39
C -3.24 0.87 3.54
H -3.13 -0.23 -1.60

[3]
92
Properties=species:S:1:pos:R:3 method="wB97M-V/def2-TZVPD" e_lumo_ev=-0.5 multiplicity=1 charge=0 homo_lumo_gap_ev=7.742
C 3.46 -1.62 5.02
C -0.68 -5.75 7.56
C 1.21 -1.63 4.95
C 0.40 3.37 -2.02
H -0.91 3.41 -5.41
H 5.51 -2.18 -4.22
Cl -0.32 0.81 -2.76
H -3.27 4.70 -5.03
C 1.04 -6.09 8.96
H 1.69 -4.07 8.87
N -7.54 3.65 1.41
H 1.09 -1.75 1.07
N -1.90 2.61 -7.13
C 2.35 -2.30 5.47
C -0.37 1.85 -0.25
C 0.03 4.21 -0.67
H -3.41 2.23 -8.59
C 2.43 -0.05 -0.95
H -7.32 4.18 2.23
H 2.35 -3.18 6.09
O -2.84 3.92 0.95
O 1.66 2.81 -5.01
H 2.98 0.34 1.27
C -3.15 2.76 -7.68
H -2.18 2.77 -1.39
H -1.56 -5.91 6.95
C 6.97 -5.13 -3.89
I -3.72 1.42 2.26
H -0.56 3.28 -2.67
H 3.53 -1.30 0.64
H -0.39 -2.46 1.93
C -7.32 2.52 -0.49
C -6.64 3.20 0.48
H 4.37 -3.77 -2.65
O -0.06 3.17 0.34
C -1.98 2.04 -0.52
H 1.14 0.19 3.65
C 1.67 -0.56 4.21
H 2.61 1.61 -2.43
H 1.43 -0.57 -0.85
H -9.66 3.53 1.62
Br 3.39 -1.01 -2.44
H -1.25 -3.04 -0.33
C 2.15 1.49 -1.37
H 4.44 0.22 0.14
C 1.42 4.03 -3.06
C -0.91 -0.67 0.58
N 3.04 -0.57 4.26
H -0.73 1.17 1.83
H -0.20 -3.59 7.29
O -0.15 5.42 -0.54
C -0.21 0.74 0.89
H -0.27 -7.76 8.46
H 2.50 3.69 -2.97
H 7.70 -3.46 -5.19
H 3.64 0.10 3.81
C -8.70 2.56 -0.15
N -0.23 -2.96 -0.17
C 5.87 -5.20 -3.08
C -8.80 3.27 1.03
C 5.87 -3.17 -4.02
H -1.29 -0.72 -0.51
H 0.18 -1.89 5.11
H 5.50 -5.99 -2.45
H 4.51 -1.81 5.18
C 0.60 1.85 -1.53
C -0.02 -4.56 7.71
C -0.01 -6.72 8.35
C -1.82 3.38 -6.00
H 1.80 -6.46 9.64
C -0.03 -1.96 0.96
H -1.17 2.03 -7.49
H 1.43 5.17 -2.89
H -9.52 2.12 -0.70
N 1.03 -4.77 8.57
H -6.88 2.04 -1.36
H -2.49 1.06 -0.82
H -5.58 3.41 0.60
C -3.02 4.02 -5.83
C 6.97 -3.84 -4.49
H 0.88 0.56 1.21
H 7.69 -5.92 -4.05
C 3.38 -0.19 0.34
N 5.21 -4.00 -3.15
H -1.86 -0.73 1.23
Br 3.16 2.81 -0.24
H -4.88 3.94 -7.07
C -3.87 3.63 -6.90
O 0.93 3.82 -4.43
C -2.73 2.69 0.75
H 0.13 -2.56 -1.06
H 1.04 2.04 -5.00

Strongest force on any atom readings, ordered: 1.40; 0.90; 5.42 eV Å⁻¹